DFT (ωB97M-V/def2-TZVPD) results for one molecule with the formula C16H32BN3O4.

```
56
Properties=species:S:1:pos:R:3:mulliken_charge:R:1
C -0.367 -0.167 3.590 -0.8570
C -1.203 -1.083 3.090 0.0341
C -2.651 -0.814 2.723 -0.8594
N -2.813 0.239 1.734 0.2905
C -2.979 0.049 0.449 -0.8874
N -3.179 1.163 -0.327 -0.2678
C -1.942 1.874 -0.759 -0.2570
C -1.529 3.033 0.170 -0.7478
C -0.017 3.300 0.231 -1.1235
C 0.832 2.088 0.640 1.5815
C 2.348 2.431 0.572 -1.2324
C 3.229 1.230 0.215 -0.9456
C 2.995 0.695 -1.218 -0.7288
C 3.412 -0.786 -1.324 -0.6686
C 2.842 -1.514 -2.542 -0.4980
O 3.175 -2.895 -2.531 -0.4252
C 2.336 -3.611 -1.663 -0.4477
N -3.012 -1.225 -0.035 0.1933
B -1.806 -1.654 -0.732 0.4843
C -0.334 -1.511 -0.137 -0.1958
O -1.938 -2.263 -1.970 -0.4724
C -4.306 -1.462 -0.803 0.6631
O -4.536 -0.808 -1.838 -0.7185
O -5.014 -2.319 -0.285 -0.6809
H -0.666 0.525 4.374 0.3153
H 0.645 -0.156 3.194 0.2580
H -0.816 -2.082 2.895 0.3709
H -3.145 -1.735 2.431 0.3240
H -3.171 -0.488 3.634 0.5391
H -2.827 1.187 2.078 0.4004
H -3.697 0.918 -1.173 0.5295
H -2.187 2.322 -1.722 0.5784
H -1.133 1.164 -0.959 -0.0488
H -1.942 2.913 1.174 0.3418
H -1.982 3.936 -0.248 0.2591
H 0.140 4.049 1.017 0.3206
H 0.359 3.756 -0.689 0.4432
H 0.578 1.841 1.674 0.0857
H 0.674 1.254 -0.042 -0.9594
H 2.601 2.825 1.560 0.3815
H 2.496 3.219 -0.173 0.4185
H 4.263 1.590 0.246 0.4676
H 3.148 0.434 0.962 0.3921
H 1.983 0.897 -1.584 0.5024
H 3.674 1.253 -1.872 0.4484
H 3.201 -1.291 -0.379 0.2871
H 4.501 -0.806 -1.435 0.4234
H 1.749 -1.438 -2.628 0.2456
H 3.271 -1.040 -3.428 0.3318
H 1.279 -3.506 -1.946 0.0912
H 2.561 -4.677 -1.721 0.3416
H 2.469 -3.312 -0.616 0.2135
H -0.336 -0.740 0.638 -0.1358
H -0.029 -2.478 0.271 0.4475
H 0.355 -1.179 -0.915 -0.1177
H -1.558 -3.146 -1.871 0.2707
```

Properties
HOMO (eV): -8.404
F_max (Eh/bohr): 0.06968
Gap between HOMO and LUMO (eV): 8.485

---

DFT (ωB97M-V/def2-TZVPD) results for a 8-piece molecular cluster, C16H32Br16 overall.

```
64
Properties=species:S:1:pos:R:3:mulliken_charge:R:1
Br -6.959 8.639 21.214 -0.1573
C -8.474 9.842 20.803 -0.5643
C -8.950 9.631 19.376 -0.5782
Br -10.128 11.096 18.804 -0.1562
H -8.295 10.897 21.011 0.3928
H -9.253 9.496 21.482 0.3385
H -9.386 8.634 19.325 0.3717
H -8.210 9.644 18.575 0.3530
Br -4.649 -1.554 19.776 -0.1685
C -5.417 -3.350 19.917 -0.6733
C -5.385 -3.986 21.323 -0.4902
Br -5.961 -5.895 21.021 -0.1633
H -4.886 -4.001 19.222 0.3898
H -6.434 -3.424 19.534 0.3987
H -6.034 -3.559 22.087 0.3662
H -4.343 -4.049 21.634 0.3407
Br -13.664 -6.799 16.752 -0.1689
C -12.207 -5.642 17.477 -0.5053
C -12.354 -4.269 16.662 -0.6656
Br -11.513 -2.776 17.715 -0.1758
H -11.218 -6.094 17.400 0.3707
H -12.402 -5.508 18.541 0.3605
H -13.384 -3.959 16.487 0.3860
H -11.954 -4.322 15.649 0.3992
Br -8.876 5.344 15.575 -0.1193
C -7.444 4.064 15.994 -0.6157
C -7.901 2.788 16.846 -0.5540
Br -8.438 3.276 18.715 -0.1379
H -6.599 4.614 16.409 0.3764
H -7.134 3.808 14.980 0.3407
H -7.092 2.058 16.816 0.3613
H -8.846 2.381 16.486 0.3482
Br -5.189 8.483 13.317 -0.1525
C -5.079 7.588 11.534 -0.5341
C -6.409 7.769 10.781 -0.5956
Br -6.335 7.131 8.871 -0.1677
H -4.744 6.566 11.709 0.3690
H -4.278 8.126 11.026 0.3471
H -6.508 8.854 10.809 0.3424
H -7.340 7.381 11.194 0.3914
Br -14.121 6.254 8.816 -0.1705
C -12.867 7.716 9.458 -0.5307
C -13.177 7.953 11.007 -0.5858
Br -12.411 9.688 11.598 -0.1548
H -13.132 8.572 8.838 0.3772
H -11.855 7.315 9.413 0.3464
H -12.803 7.244 11.745 0.3637
H -14.255 7.974 11.168 0.3547
Br -9.188 0.392 11.202 -0.1507
C -10.172 -1.183 11.699 -0.7368
C -10.905 -1.907 10.493 -0.4904
Br -11.372 -3.732 11.077 -0.1623
H -10.867 -1.099 12.535 0.4175
H -9.491 -1.825 12.258 0.4015
H -10.135 -2.021 9.730 0.3360
H -11.716 -1.322 10.059 0.3847
Br 1.879 -0.352 17.209 -0.1732
C 0.300 0.854 17.583 -0.6200
C 0.523 2.354 17.192 -0.4923
Br -1.230 3.234 17.076 -0.1464
H -0.065 0.684 18.596 0.3935
H -0.451 0.449 16.904 0.3501
H 0.974 2.365 16.200 0.3272
H 1.144 3.007 17.806 0.3611
```

Properties
HOMO (eV): -10.255
SMILES: BrCCBr.BrCCBr.BrCCBr.BrCCBr.BrCCBr.BrCCBr.BrCCBr.BrCCBr
Relative energy (zero: lowest compared OMol25 entry of this formula, charge and spin) (kJ/mol): 319.57
F_max (Eh/bohr): 0.05081
Gap between HOMO and LUMO (eV): 10.229

---

DFT (ωB97M-V/def2-TZVPD) results for a 5-piece molecular cluster, C16H32Br2N4O2 overall.

```
56
Properties=species:S:1:pos:R:3:mulliken_charge:R:1
C 4.244 1.573 -4.484 -0.6798
N 4.302 2.912 -4.972 0.1155
C 3.116 3.722 -4.798 -0.8056
C 5.443 3.437 -5.472 0.1863
O 5.603 4.603 -5.765 -0.5753
H 5.165 1.034 -4.693 0.2897
H 3.407 1.000 -4.896 0.3070
H 4.093 1.555 -3.394 0.1515
H 3.316 4.775 -4.955 0.3054
H 2.314 3.385 -5.458 0.3073
H 2.751 3.619 -3.766 0.1924
H 6.225 2.669 -5.608 0.2600
C -0.143 -1.117 3.376 -0.6461
N -0.968 -1.700 4.419 0.1198
C -1.396 -3.057 4.249 -0.9521
C -1.474 -0.939 5.429 0.1970
O -2.258 -1.323 6.277 -0.5811
H -0.124 -0.036 3.485 0.2255
H -0.662 -1.281 2.425 0.0749
H 0.846 -1.571 3.323 0.3110
H -2.044 -3.178 3.362 0.2678
H -0.561 -3.745 4.093 0.3148
H -1.997 -3.365 5.101 0.3472
H -1.062 0.082 5.428 0.2844
Br -0.656 -1.927 -3.548 -0.1529
C -1.297 -2.562 -1.834 -0.5492
C -0.401 -2.139 -0.700 -0.2227
Br 1.267 -3.129 -0.696 -0.1189
H -1.410 -3.641 -1.887 0.5067
H -2.289 -2.127 -1.728 0.1663
H -0.887 -2.348 0.249 0.1000
H -0.172 -1.078 -0.735 0.2784
C -5.852 -1.664 1.268 -1.2847
C -4.796 -0.945 0.457 -0.1692
C -4.016 0.077 1.279 0.2843
C -4.907 1.100 1.849 0.0882
N -5.580 1.909 2.299 -0.4650
H -6.736 -1.047 1.427 0.3555
H -5.492 -2.029 2.233 0.2995
H -6.205 -2.563 0.752 0.3807
H -5.299 -0.416 -0.356 0.3155
H -4.121 -1.672 0.005 0.0333
H -3.329 0.647 0.648 0.1817
H -3.474 -0.373 2.111 -0.0369
C 3.105 0.128 -0.440 -0.9363
C 2.850 0.910 0.854 -0.3171
C 1.881 2.097 0.605 -0.3910
C 0.508 1.654 0.811 0.2942
N -0.559 1.250 0.963 -0.3936
H 3.713 0.733 -1.116 0.1530
H 2.160 -0.075 -0.947 0.2296
H 3.652 -0.786 -0.227 0.3485
H 3.795 1.307 1.225 0.3522
H 2.395 0.277 1.615 0.1846
H 1.948 2.454 -0.424 0.1052
H 2.066 2.926 1.285 0.3623
```

Properties
HOMO (eV): -9.516
SMILES: CN(C)C=O.CN(C)C=O.BrCCBr.CCCC#N.CCCC#N
Relative energy (zero: lowest compared OMol25 entry of this formula, charge and spin) (kJ/mol): 0.00
F_max (Eh/bohr): 0.01967
Gap between HOMO and LUMO (eV): 9.628

---

DFT (ωB97M-V/def2-TZVPD) results for C16H32F5GeMoN2OSi2Te as an isolated structure.

```
61
Properties=species:S:1:pos:R:3:mulliken_charge:R:1
Mo 0.337 -0.257 0.115 0.0882
C -2.870 -3.368 -0.749 -1.2380
Si -1.686 -2.994 0.669 0.1811
C -0.323 -4.261 0.490 -1.2191
C -2.450 -3.455 2.341 -1.4028
N -1.331 -1.242 0.693 1.5344
C -2.449 -0.414 0.999 0.5824
C -3.753 -0.838 1.251 -0.6483
C -4.761 0.069 1.563 -1.2175
C -4.479 1.421 1.622 -1.1036
C -3.190 1.867 1.364 -0.7498
C -2.170 0.969 1.040 0.6552
N -0.855 1.302 0.774 0.7501
Si -0.373 2.968 0.545 0.1280
C -0.501 4.015 2.111 -1.1752
C 1.409 3.133 -0.013 -1.0472
C -1.424 3.710 -0.822 -1.2378
H -3.377 -4.318 -0.547 0.4121
H -2.323 -3.493 -1.685 0.2892
H -3.620 -2.601 -0.920 0.3576
H -0.812 -5.227 0.662 0.3928
H 0.462 -4.136 1.236 0.2774
H 0.147 -4.276 -0.490 0.2659
H -3.278 -4.156 2.197 0.4921
H -2.825 -2.608 2.914 0.4173
H -1.694 -3.961 2.947 0.3717
H -4.017 -1.883 1.207 0.3427
H -5.763 -0.295 1.752 0.3856
H -5.256 2.136 1.862 0.3646
H -2.983 2.925 1.404 0.3073
H 0.317 3.769 2.790 0.2594
H -1.434 3.883 2.655 0.3324
H -0.408 5.075 1.856 0.4005
H 2.104 3.039 0.824 0.2354
H 1.529 4.136 -0.434 0.3942
H 1.690 2.417 -0.786 0.2523
H -2.487 3.750 -0.577 0.3786
H -1.317 3.095 -1.719 0.3169
H -1.086 4.722 -1.060 0.3939
F 0.952 -2.078 -0.187 -0.6660
Te -0.337 -1.336 -3.007 1.6646
F -2.116 -0.538 -2.817 -0.5555
F -0.204 0.046 -4.247 -0.3867
F -0.743 -2.446 -4.511 -0.4805
F 1.539 -1.549 -3.456 -0.5220
O 0.530 0.249 -1.545 -0.9592
C 0.437 -1.647 3.630 -0.9193
Ge 1.754 -0.268 3.216 0.4795
C 1.341 1.322 4.285 -1.1702
C 3.552 -0.915 3.667 -1.2562
C 1.739 0.171 1.323 -0.1640
H 0.529 -1.954 4.673 0.4671
H 0.585 -2.520 2.992 0.0372
H -0.572 -1.271 3.459 0.2289
H 1.286 1.059 5.343 0.4452
H 0.376 1.723 3.977 0.2477
H 2.100 2.095 4.157 0.3396
H 3.635 -1.100 4.739 0.3683
H 4.306 -0.180 3.382 0.3644
H 3.762 -1.843 3.136 0.3438
H 2.623 0.684 0.939 0.5733
```

Properties
HOMO (spin up / spin down) (eV): -4.559 / -4.560
Charge: -1
Relative energy (zero: lowest compared OMol25 entry of this formula, charge and spin) (kJ/mol): 0.00
F_max (Eh/bohr): 0.01849
Gap between HOMO and LUMO (spin up / spin down) (eV): 7.012 / 7.018

---

Question: Which of these has the lowest F_max?
Answer: C16H32F5GeMoN2OSi2Te

---

Repeat the second record exactly.
DFT (ωB97M-V/def2-TZVPD) results for a 8-piece molecular cluster, C16H32Br16 overall.

```
64
Properties=species:S:1:pos:R:3:mulliken_charge:R:1
Br -6.959 8.639 21.214 -0.1573
C -8.474 9.842 20.803 -0.5643
C -8.950 9.631 19.376 -0.5782
Br -10.128 11.096 18.804 -0.1562
H -8.295 10.897 21.011 0.3928
H -9.253 9.496 21.482 0.3385
H -9.386 8.634 19.325 0.3717
H -8.210 9.644 18.575 0.3530
Br -4.649 -1.554 19.776 -0.1685
C -5.417 -3.350 19.917 -0.6733
C -5.385 -3.986 21.323 -0.4902
Br -5.961 -5.895 21.021 -0.1633
H -4.886 -4.001 19.222 0.3898
H -6.434 -3.424 19.534 0.3987
H -6.034 -3.559 22.087 0.3662
H -4.343 -4.049 21.634 0.3407
Br -13.664 -6.799 16.752 -0.1689
C -12.207 -5.642 17.477 -0.5053
C -12.354 -4.269 16.662 -0.6656
Br -11.513 -2.776 17.715 -0.1758
H -11.218 -6.094 17.400 0.3707
H -12.402 -5.508 18.541 0.3605
H -13.384 -3.959 16.487 0.3860
H -11.954 -4.322 15.649 0.3992
Br -8.876 5.344 15.575 -0.1193
C -7.444 4.064 15.994 -0.6157
C -7.901 2.788 16.846 -0.5540
Br -8.438 3.276 18.715 -0.1379
H -6.599 4.614 16.409 0.3764
H -7.134 3.808 14.980 0.3407
H -7.092 2.058 16.816 0.3613
H -8.846 2.381 16.486 0.3482
Br -5.189 8.483 13.317 -0.1525
C -5.079 7.588 11.534 -0.5341
C -6.409 7.769 10.781 -0.5956
Br -6.335 7.131 8.871 -0.1677
H -4.744 6.566 11.709 0.3690
H -4.278 8.126 11.026 0.3471
H -6.508 8.854 10.809 0.3424
H -7.340 7.381 11.194 0.3914
Br -14.121 6.254 8.816 -0.1705
C -12.867 7.716 9.458 -0.5307
C -13.177 7.953 11.007 -0.5858
Br -12.411 9.688 11.598 -0.1548
H -13.132 8.572 8.838 0.3772
H -11.855 7.315 9.413 0.3464
H -12.803 7.244 11.745 0.3637
H -14.255 7.974 11.168 0.3547
Br -9.188 0.392 11.202 -0.1507
C -10.172 -1.183 11.699 -0.7368
C -10.905 -1.907 10.493 -0.4904
Br -11.372 -3.732 11.077 -0.1623
H -10.867 -1.099 12.535 0.4175
H -9.491 -1.825 12.258 0.4015
H -10.135 -2.021 9.730 0.3360
H -11.716 -1.322 10.059 0.3847
Br 1.879 -0.352 17.209 -0.1732
C 0.300 0.854 17.583 -0.6200
C 0.523 2.354 17.192 -0.4923
Br -1.230 3.234 17.076 -0.1464
H -0.065 0.684 18.596 0.3935
H -0.451 0.449 16.904 0.3501
H 0.974 2.365 16.200 0.3272
H 1.144 3.007 17.806 0.3611
```

Properties
HOMO (eV): -10.255
SMILES: BrCCBr.BrCCBr.BrCCBr.BrCCBr.BrCCBr.BrCCBr.BrCCBr.BrCCBr
Relative energy (zero: lowest compared OMol25 entry of this formula, charge and spin) (kJ/mol): 319.57
F_max (Eh/bohr): 0.05081
Gap between HOMO and LUMO (eV): 10.229